(1)
Molecular formula: C8H18I2NOP2RuS
Method: DFT, ωB97M-V with the def2-TZVPD basis set

Structure (XYZ):
```
34
Properties=species:S:1:pos:R:3:mulliken_spin:R:1
I 4.410 0.499 -3.653 0.9867
I 2.402 -0.782 1.475 0.8284
Ru 0.201 -0.135 0.356 2.0309
P 0.377 2.059 0.647 0.0454
C 1.988 2.797 0.304 0.0180
C -0.845 3.046 -0.206 0.0168
H -0.852 4.057 0.192 0.0031
H 0.092 3.293 2.681 0.0113
H -1.837 2.611 -0.109 0.0034
H -0.844 1.763 2.708 0.0024
H 2.163 2.810 -0.788 -0.0020
H -0.586 3.088 -1.267 -0.0005
C 0.110 2.228 2.432 0.0254
H 2.015 3.807 0.700 0.0080
H 0.900 1.726 2.995 -0.0035
H 2.773 2.196 0.775 -0.0029
P -0.368 -2.085 -0.562 0.0407
C 0.950 -3.000 -1.404 0.0166
C -0.841 -3.080 0.867 0.0208
H -2.559 -1.424 -1.308 0.0040
H -2.110 -3.028 -1.923 0.0031
H -1.412 -1.572 -2.642 -0.0014
C -1.741 -2.020 -1.713 0.0179
H -1.617 -2.568 1.433 0.0032
H -1.209 -4.050 0.522 0.0112
H 0.618 -4.017 -1.605 0.0079
H 1.840 -3.028 -0.759 -0.0030
H 0.013 -3.228 1.532 -0.0017
H 1.212 -2.496 -2.345 -0.0018
C 1.284 0.059 -1.110 0.0133
O 2.097 0.087 -1.942 0.0475
S -4.311 0.330 1.358 0.7047
C -2.755 0.120 1.199 -0.0986
N -1.559 -0.063 1.162 0.2450
```

## Properties
* multiplicity: 6
* energy above the lowest of the compared OMol25 structures with the same formula, charge and spin: 0.0 kcal per mole
* total charge: +2
* <S²>: 8.801
* DFT total energy: -60304.5029 eV

(2)
Molecular formula: C3H13N3O
Method: DFT, ωB97M-V with the def2-TZVPD basis set

Structure (XYZ):
```
20
Properties=species:S:1:pos:R:3:lowdin_charge:R:1
N -0.175 2.255 -0.445 -0.0027
C 0.336 1.933 0.903 -0.2810
C 1.040 0.597 0.954 -0.2371
N 0.038 -0.533 0.908 -0.0420
C 0.651 -1.678 0.248 -0.3531
N -0.404 -2.631 -0.097 0.0046
H -0.920 2.920 -0.317 0.0680
H 0.541 2.705 -0.997 0.0754
H -0.541 1.973 1.552 0.1068
H 0.996 2.734 1.281 0.1053
H 1.587 0.568 -0.005 0.1038
H 1.928 0.519 1.567 0.1076
H -0.033 -0.712 1.906 0.1061
H 1.417 -2.204 0.844 0.1140
H 1.216 -1.345 -0.630 0.1040
H 0.008 -3.383 -0.626 0.0579
H -1.064 -2.137 -0.671 0.0356
O -1.253 -0.027 -2.028 -0.0912
H -1.040 0.400 -1.184 -0.0177
H -2.215 0.066 -2.072 0.0358
```

## Properties
* multiplicity: 1
* energy above the lowest of the compared OMol25 structures with the same formula, charge and spin: 29.9 kcal per mole
* SMILES: NCCNCN.O
* DFT total energy: -9839.0041 eV

(3)
Molecular formula: C3H6N2O
Method: DFT, ωB97M-V with the def2-TZVPD basis set

Structure (XYZ):
```
12
Properties=species:S:1:pos:R:3:lowdin_charge:R:1
C -0.657 0.667 -0.020 -0.5174
N 1.380 -0.600 0.154 0.0578
C 0.165 -1.268 0.739 -0.2481
C -1.313 1.616 -0.767 0.0929
O 0.416 0.562 -0.893 -0.0599
N -0.866 -0.305 0.822 0.0680
H 1.868 -1.035 -0.622 0.1213
H 1.862 0.033 0.785 0.1239
H 0.433 -1.653 1.725 0.1112
H -0.064 -2.098 0.055 0.1236
H -0.835 2.518 -1.110 0.0610
H -2.389 1.563 -0.869 0.0659
```

## Properties
* multiplicity: 1
* energy above the lowest of the compared OMol25 structures with the same formula, charge and spin: 131.2 kcal per mole
* DFT total energy: -8231.0091 eV

(4)
Molecular formula: C4H8N2
Method: DFT, ωB97M-V with the def2-TZVPD basis set

Structure (XYZ):
```
14
Properties=species:S:1:pos:R:3:lowdin_charge:R:1
C 3.046 0.007 -0.065 -0.0532
N 2.054 0.510 0.581 -0.0897
N 0.957 0.988 0.042 0.0213
C -0.295 0.455 -0.047 -0.3763
C -1.505 1.194 -0.356 -0.0625
C -0.512 -0.951 0.429 -0.0669
H 4.010 -0.009 0.533 0.0769
H 3.053 -0.314 -1.070 0.0430
H -2.139 1.065 0.426 0.0486
H -1.794 0.935 -1.359 0.0849
H -1.217 2.285 -0.511 0.1108
H -0.224 -0.800 1.435 0.0583
H -1.564 -1.339 0.382 0.0875
H 0.207 -1.742 -0.083 0.1173
```

## Properties
* multiplicity: 1
* energy above the lowest of the compared OMol25 structures with the same formula, charge and spin: 66.6 kcal per mole
* SMILES: C=NN=C(C)C
* DFT total energy: -7254.9862 eV

(5)
Molecular formula: C4H12NO3
Method: DFT, ωB97M-V with the def2-TZVPD basis set

Structure (XYZ):
```
20
Properties=species:S:1:pos:R:3:lowdin_charge:R:1
O 0.110 -1.089 1.417 0.0059
C -0.101 0.223 1.102 -0.1632
C 0.187 0.523 -0.397 -0.3576
C -0.421 -0.528 -1.339 0.0595
C -1.831 -0.805 -1.211 0.1527
O -2.024 1.774 -0.242 -0.2047
N 1.528 0.807 -0.633 0.2227
H -1.202 0.314 1.141 0.1658
H -0.436 1.446 -0.540 0.1222
H 0.212 -1.051 -2.043 0.1620
H -1.376 0.084 -1.924 0.1875
H -2.182 -1.694 -1.723 0.1354
H -2.307 -0.357 -0.354 0.0922
H -2.714 2.446 -0.446 0.0350
H 1.749 1.696 -1.065 0.1456
H 2.201 0.247 -0.056 0.1021
H 0.466 0.959 1.679 0.1614
H 1.242 -1.299 1.431 0.0339
H 3.022 -1.510 1.779 0.0612
O 2.424 -1.144 1.108 -0.1194
```

## Properties
* multiplicity: 1
* energy above the lowest of the compared OMol25 structures with the same formula, charge and spin: 272.1 kcal per mole
* total charge: +1
* DFT total energy: -11957.7950 eV

(6)
Molecular formula: C37H47Br45IN4O4S
Method: DFT, ωB97M-V with the def2-TZVPD basis set

Structure (XYZ):
```
139
Properties=species:S:1:pos:R:3:lowdin_charge:R:1
C 2.441 -4.817 1.019 0.1323
C 2.467 -3.985 1.874 -0.1397
C 2.362 -3.081 2.997 -0.2210
C 0.931 -3.044 3.542 -0.1940
C 0.883 -2.090 4.766 -0.0871
C -0.111 -0.971 4.718 -0.1345
C -0.038 0.232 4.107 -0.1108
C 1.089 0.736 3.258 -0.0789
C 0.948 0.204 1.826 -0.1559
C 2.101 0.634 0.925 -0.2209
O 1.916 0.106 -0.366 -0.1916
C 0.953 0.803 -1.134 -0.1012
N -1.183 0.953 4.423 0.0904
C -1.552 2.334 4.053 -0.0723
C -1.417 2.695 2.585 -0.1201
C -1.122 4.200 2.468 -0.2114
O -0.010 4.604 3.239 -0.1872
C 1.245 4.381 2.607 -0.0839
C -1.952 0.199 5.218 -0.2561
C -3.248 0.607 5.821 -0.2020
C -4.420 0.417 4.840 -0.4291
S -5.286 -1.082 5.346 0.9190
C -6.572 -1.216 4.198 -0.7163
N -7.000 -2.281 3.661 -0.0061
N -8.037 -1.944 2.828 0.0805
C -8.141 -0.667 2.904 -0.1710
O -7.252 -0.121 3.742 0.0492
N -1.339 -0.972 5.395 0.0222
C -1.782 -2.104 6.194 -0.1176
C -2.030 -3.371 5.359 -0.7778
O -1.836 -4.442 5.811 0.0370
I -2.735 -3.116 3.337 0.9627
H 2.419 -5.336 0.097 0.0306
H 2.685 -2.083 2.710 0.1014
H 3.049 -3.388 3.782 0.1278
H 0.728 -4.047 3.898 0.1154
H 0.229 -2.740 2.784 0.0547
H 0.707 -2.632 5.689 0.1149
H 1.856 -1.620 4.877 0.1207
H 2.005 0.319 3.666 0.1283
H 1.091 1.818 3.265 0.0917
H 0.960 -0.876 1.817 0.1025
H -0.009 0.481 1.394 0.1048
H 3.008 0.190 1.326 0.1288
H 2.196 1.722 0.871 0.1175
H 0.138 0.127 -1.391 0.0962
H 0.511 1.644 -0.597 0.0823
H 1.387 1.164 -2.057 0.0204
H -2.597 2.445 4.307 0.1176
H -1.006 3.012 4.703 0.1419
H -2.352 2.539 2.057 0.1264
H -0.631 2.163 2.068 0.0744
H -0.967 4.494 1.432 0.1300
H -1.979 4.723 2.886 0.1294
H 1.917 3.907 3.318 0.0869
H 1.673 5.342 2.344 0.0958
H 1.175 3.727 1.740 0.0741
H -3.191 1.655 6.071 0.1036
H -3.469 0.033 6.713 0.0388
H -5.113 1.252 4.864 0.0880
H -4.052 0.358 3.818 0.0867
H -8.827 -0.031 2.384 0.1369
H -2.652 -1.841 6.781 0.0997
H -0.992 -2.318 6.905 0.1092
C 3.483 0.442 -4.480 -1.6019
Br 3.989 -0.936 -3.233 0.6137
Br 1.797 0.067 -5.319 0.5669
Br 3.476 2.174 -3.642 0.5881
H 4.235 0.464 -5.254 -0.0235
C -6.387 -4.503 7.911 -1.5977
Br -6.835 -4.010 6.107 0.6243
Br -6.925 -6.300 8.312 0.5867
Br -4.503 -4.237 8.258 0.5735
H -6.926 -3.843 8.574 -0.0261
C -0.139 3.736 -7.044 -1.6201
Br 1.494 3.152 -7.870 0.5300
Br -0.063 3.552 -5.128 0.5212
Br -0.605 5.521 -7.570 0.5533
H -0.930 3.085 -7.393 -0.1096
C 7.190 1.274 -2.035 -1.6532
Br 8.247 -0.214 -1.431 0.5707
Br 6.136 2.024 -0.609 0.5375
Br 8.266 2.608 -2.902 0.5711
H 6.495 0.894 -2.771 -0.0793
C 12.216 1.557 -4.621 -1.6339
Br 10.935 2.498 -5.704 0.5565
Br 12.725 2.577 -3.073 0.5684
Br 11.573 -0.190 -4.135 0.5463
H 13.104 1.417 -5.220 -0.0298
C 4.630 4.226 -10.959 -1.6310
Br 5.169 2.807 -9.776 0.5654
Br 2.891 3.898 -11.722 0.5902
Br 4.709 5.940 -10.089 0.5725
H 5.337 4.248 -11.775 -0.0291
C 0.506 9.885 -7.967 -1.6357
Br -0.495 9.021 -6.567 0.5228
Br 2.069 8.867 -8.440 0.5608
Br -0.599 10.247 -9.499 0.5815
H 0.844 10.835 -7.583 -0.0306
C -1.600 0.468 9.738 -1.5966
Br -0.807 -1.275 9.908 0.6149
Br -0.884 1.416 8.217 0.6415
Br -3.520 0.369 9.663 0.6201
H -1.336 1.034 10.620 -0.0230
C -3.956 1.127 -7.055 -1.6152
Br -4.981 -0.425 -7.531 0.5881
Br -2.228 0.653 -6.344 0.5623
Br -3.795 2.366 -8.517 0.5788
H -4.492 1.634 -6.266 -0.0585
C -7.702 -3.297 -5.502 -1.6456
Br -6.491 -2.649 -4.150 0.5470
Br -8.771 -1.877 -6.244 0.5620
Br -6.777 -4.285 -6.871 0.5706
H -8.379 -3.984 -5.017 -0.0328
C -4.436 6.473 -5.496 -1.6180
Br -4.440 7.089 -7.316 0.5826
Br -4.991 4.632 -5.359 0.5740
Br -2.729 6.757 -4.657 0.5337
H -5.162 7.062 -4.955 -0.0299
C 0.628 0.600 -11.214 -1.6395
Br -0.398 0.700 -9.590 0.5265
Br 1.758 -0.957 -11.242 0.5797
Br -0.496 0.697 -12.772 0.5850
H 1.277 1.464 -11.233 -0.0941
C 14.750 -2.274 -2.278 -1.6594
Br 15.807 -3.758 -1.665 0.5780
Br 13.671 -1.535 -0.868 0.5510
Br 15.834 -0.922 -3.116 0.5608
H 14.074 -2.651 -3.032 -0.0381
C -5.941 -8.812 4.814 -1.6241
Br -4.467 -8.040 5.785 0.5504
Br -7.228 -7.481 4.295 0.5667
Br -5.323 -9.837 3.310 0.5774
H -6.441 -9.496 5.484 -0.0262
C -1.576 -10.756 5.055 -1.6558
Br -0.797 -9.030 5.402 0.5389
Br -1.805 -11.064 3.171 0.5510
Br -0.570 -12.167 5.889 0.5839
H -2.560 -10.755 5.503 -0.0520
```

## Properties
* multiplicity: 1
* energy above the lowest of the compared OMol25 structures with the same formula, charge and spin: 0.0 kcal per mole
* total charge: +1
* DFT total energy: -3224115.6715 eV